Density functional theory data (wB97M-V/def2-TZVPD) for C9H10FeN2O4 as an isolated structure.

Geometry (Å):
Fe  0.2996  1.4171  -0.6825
C  0.4474  2.6330  0.5792
O  0.2425  3.0642  1.6547
C  0.4354  2.4822  -2.2549
O  0.5733  3.2612  -3.0826
C  -1.5331  1.0793  -1.1694
O  -2.5842  0.5861  -1.2520
C  2.0746  0.9829  -1.0006
O  3.0210  0.6665  -1.5936
C  0.2640  -1.2337  -3.2227
H  1.1209  -1.4484  -2.4860
H  -0.6947  -1.3792  -2.6110
C  0.3507  -0.1977  -4.0435
H  -0.5314  0.5127  -4.1450
H  1.3048  0.4138  -4.1129
C  0.6355  -1.8637  3.1155
N  -0.4333  -1.1812  2.3441
C  -1.6529  -0.7480  3.0773
C  -0.1953  -0.7640  1.1516
N  0.0162  -0.2338  0.1083
H  0.1869  -2.3214  3.9949
H  1.4189  -1.1569  3.4178
H  1.0825  -2.6289  2.4703
H  -1.5988  0.3156  3.3351
H  -2.5177  -0.9114  2.4316
H  -1.7329  -1.3462  3.9766

Atomic forces in eV per Å
Fe -0.828 -2.672 -1.003
C -1.538 5.499 9.918
O 1.458 -1.901 -5.672
C 1.006 5.075 -6.237
O -0.545 -2.612 2.706
C -8.674 -2.640 -1.042
O 4.918 2.376 0.262
C 8.392 -2.342 -3.621
O -3.957 1.341 2.781
C -0.243 0.772 4.603
H -0.727 -0.644 -2.101
H 0.928 -0.600 -1.837
C 0.125 3.692 1.246
H 0.688 -1.585 -0.974
H -0.803 -1.480 -0.795
C 0.765 -0.325 -0.367
N 0.317 0.118 -0.439
C -0.474 0.443 -0.589
C -0.119 0.685 0.429
N -0.403 -2.824 2.384
H 0.012 -0.001 -0.188
H -0.330 -0.069 -0.013
H -0.104 0.069 0.333
H 0.143 -0.240 0.033
H 0.012 -0.060 0.218
H -0.016 -0.075 -0.033

Output
HOMO-LUMO gap (spin up / spin down) in eV: 8.56 / 5.52
Total energy in Eh: -2022.26690
Maximum force in eV/Å: 11.44
Spin multiplicity: 5
<S²>: 6.0418
Net charge: +2

Charges per atom according to Mulliken partitioning, unit e: atom 1 (Fe): 0.3731, atom 2 (C): 0.1346, atom 3 (O): -0.1478, atom 4 (C): 0.4211, atom 5 (O): -0.0674, atom 6 (C): 0.4714, atom 7 (O): -0.1269, atom 8 (C): 0.3652, atom 9 (O): -0.1026, atom 10 (C): -0.4544, atom 11 (H): 0.2636, atom 12 (H): 0.2653, atom 13 (C): -0.6491, atom 14 (H): 0.3523, atom 15 (H): 0.3308, atom 16 (C): -0.8158, atom 17 (N): -0.0107, atom 18 (C): -0.8065, atom 19 (C): 0.4763, atom 20 (N): -0.2788, atom 21 (H): 0.3081, atom 22 (H): 0.3452, atom 23 (H): 0.3577, atom 24 (H): 0.3380, atom 25 (H): 0.3471, atom 26 (H): 0.3101